The following is a quantum chemistry calculation of a structure of composition C48H56FeN8O4S, from the Open Molecules 2025 dataset.

## Properties
E_tot	-4263.64029	hartree
<S²>	0.9356
multiplicity	2
LUMO level (alpha / beta)	1.367 / 1.587	eV
HOMO-LUMO gap (alpha / beta)	4.053 / 3.914	eV
total charge	-1

Each line ends with the Löwdin charge.
Geometry (Å):
C (-3.35987, 5.67179, 1.92172)  -0.10
C (2.28493, -0.08181, 5.59192)  -0.20
H (-1.13507, 1.09579, 6.65122)  0.07
N (0.90863, 0.05239, -1.49598)  -0.02
H (1.00483, 2.35769, 6.42872)  0.10
C (2.45373, -3.12251, 1.13372)  -0.15
C (-3.41537, 3.83749, -1.39048)  -0.19
C (-3.36707, 0.74589, -0.88508)  0.04
H (-2.26277, 2.57579, -2.69938)  0.05
H (4.30783, -4.12781, 0.86232)  0.10
C (-2.42987, 3.63849, -2.54598)  -0.08
H (-5.67947, -0.69651, -1.60958)  0.10
C (-1.78547, -2.39631, -0.74808)  -0.24
H (-0.96137, 3.50029, 3.35842)  0.11
N (-1.87167, -1.09591, -0.35828)  0.06
C (0.47103, 2.14499, -5.82438)  -0.03
C (2.06413, -1.20641, 2.72352)  0.03
C (1.73983, -1.95571, 1.61792)  -0.24
H (-4.22267, 5.58939, 1.26252)  0.07
C (-5.15737, -1.55341, -2.04048)  -0.20
C (-2.26007, 3.64439, 0.90402)  -0.14
H (-1.92097, 5.64919, 0.32752)  0.11
C (0.22833, 2.44799, 5.66322)  -0.20
C (1.63323, -1.32481, 6.20682)  -0.09
C (4.87693, -0.10641, -0.68658)  -0.06
H (3.49483, -3.94731, -1.93648)  0.06
H (-0.16117, 2.93929, -6.19478)  0.11
C (2.52423, -4.42051, -2.05828)  -0.08
S (0.25163, -0.57161, -2.85268)  0.66
H (-3.82837, -6.09501, -0.83038)  0.06
C (-3.53567, -5.08331, -0.54928)  -0.09
C (4.06823, 0.68579, 0.08122)  0.01
O (0.57613, -1.95981, -3.08028)  -0.30
H (2.63153, -0.76541, -4.53198)  0.10
N (-1.88127, 1.37719, 0.90902)  0.06
H (-4.12937, 1.07139, -1.57988)  0.11
H (-2.80197, 4.08339, -3.46848)  0.07
H (-1.91647, 2.20829, 5.53302)  0.07
C (1.42803, 0.46179, 4.49282)  -0.15
H (-4.21257, -4.21131, -2.40188)  0.10
H (-0.81207, 1.63379, -4.17558)  0.09
C (1.97073, -4.86071, -0.70268)  -0.19
N (0.58793, -1.79051, 0.90012)  0.08
H (5.91283, -0.24191, -0.41648)  0.10
H (0.21483, 3.48809, 5.31722)  0.10
O (-1.14997, -0.24011, -2.83958)  -0.29
C (1.28723, -0.13651, 3.21142)  -0.24
H (-1.35717, 2.78739, 7.10972)  0.06
C (1.99263, 3.77639, 1.62622)  -0.04
H (1.85823, -3.69371, -2.51588)  0.05
C (2.21633, 0.03999, -1.35198)  -0.36
H (2.93933, -5.52771, 2.38372)  0.07
H (2.94213, -1.48061, 3.29252)  0.10
H (-5.98637, -1.15971, -4.01598)  0.06
C (2.43863, 0.78439, -6.02538)  -0.04
C (3.49563, -4.67901, 2.77692)  -0.09
H (2.24553, -1.74141, 7.00642)  0.06
H (-1.47027, 4.08819, -2.30018)  0.08
H (-3.58067, 5.13379, 2.84152)  0.07
Fe (-0.46907, -0.03801, 0.63232)  0.59
H (2.90863, -4.23351, 3.57612)  0.07
C (-2.99797, -2.80381, -1.36958)  -0.14
C (-0.11277, 1.54729, 3.26312)  -0.24
H (-4.33917, -0.54481, -3.75518)  0.07
C (0.89083, 0.39019, -4.24258)  -0.26
C (3.74623, -3.65141, 1.66952)  -0.20
C (1.68423, -3.67411, 0.15552)  -0.14
H (-2.62317, -5.13761, 0.03932)  0.07
H (-1.24947, 5.22519, 1.90212)  0.10
C (-3.80377, -1.68271, -1.42308)  -0.14
H (-5.75667, -2.44511, -1.83268)  0.10
H (2.68303, -5.52481, -0.20558)  0.10
H (2.63303, -5.27771, -2.72108)  0.06
C (-5.02137, -1.36571, -3.55218)  -0.09
H (0.92123, 3.57189, 1.55072)  0.07
H (4.35103, -2.82851, 2.05482)  0.10
H (-3.20927, 6.72549, 2.15832)  0.06
C (-1.64677, 2.53249, 1.59972)  -0.25
C (-3.31447, -4.20221, -1.78258)  -0.19
C (-2.87907, 3.12559, -0.19318)  -0.14
H (2.42833, 0.67629, 6.36802)  0.10
H (3.34793, 0.52979, -6.55158)  0.10
C (-3.05867, -0.62421, -0.83748)  -0.24
H (3.26853, -0.35331, 5.19522)  0.10
H (2.93403, 2.44179, -7.96678)  0.08
H (4.94273, -1.28931, -2.50508)  0.11
C (-0.62177, -3.17381, -0.67938)  0.04
C (0.10453, 1.42989, -4.70218)  -0.05
H (4.43153, -5.04581, 3.19672)  0.06
H (2.28273, 3.81319, 2.67692)  0.10
C (4.34383, -0.70461, -1.82248)  -0.10
H (1.52863, 3.37339, -7.83608)  0.08
O (0.78033, 2.03379, 0.06942)  0.08
C (1.98043, 1.86709, 0.24582)  -0.48
C (0.53993, 1.52769, 4.52572)  -0.15
C (0.50143, -2.84991, 0.04042)  -0.24
N (2.73253, 0.87689, -0.29098)  0.14
O (2.72033, 2.72229, 1.01642)  -0.04
H (-0.60737, -4.08301, -1.26148)  0.11
H (-4.31397, -4.65391, 0.07982)  0.08
H (1.49313, -2.08511, 5.44162)  0.07
H (1.05043, -5.42551, -0.86498)  0.10
C (1.64503, 1.82759, -6.50688)  -0.34
H (-4.59517, -2.26031, -3.99858)  0.07
H (2.22823, 4.72239, 1.12682)  0.09
H (-3.52797, 4.90379, -1.18258)  0.10
C (-2.11307, 5.09259, 1.24852)  -0.20
H (-4.39227, 3.43929, -1.67658)  0.11
N (0.31843, 0.50179, 2.49432)  0.08
H (0.65583, -1.06981, 6.61162)  0.07
N (1.96553, 2.47589, -7.69278)  0.08
H (-2.49257, -4.60621, -2.37848)  0.11
C (-0.94117, 2.58289, 2.78242)  0.01
C (2.05583, 0.06259, -4.90808)  -0.07
C (-2.70397, 1.69189, -0.13908)  -0.23
H (4.39353, 1.19589, 0.97122)  0.13
N (3.03393, -0.62601, -2.11768)  0.15
C (-1.13277, 2.11749, 6.28082)  -0.09

***

The following is a quantum chemistry calculation of a structure of composition C48H57AsBrClN2O3SSbSi3Sn, from the Open Molecules 2025 dataset.

## Properties
E_tot	-9189.51219	hartree
multiplicity	1
LUMO level (alpha / beta)	-5.823 / -5.822	eV
energy relative to the best compared isomer or geometry (same formula, charge and spin)	220.97	kJ/mol
HOMO-LUMO gap (alpha / beta)	3.136 / 3.138	eV
total charge	+1

Each line ends with the Löwdin charge.
Geometry (Å):
H (-4.12506, -3.72110, -2.06313)  -0.02
H (0.71498, 7.52968, -5.21971)  0.13
C (5.20778, 1.41542, -0.57186)  -0.12
H (1.92463, 7.06593, -1.21199)  0.11
H (4.84942, -3.74454, -4.58255)  0.13
H (0.13757, 5.44828, 2.77372)  0.13
H (-3.86185, -5.53183, -2.01816)  0.03
H (3.95856, -1.71757, -5.90738)  0.12
C (0.04205, 6.03337, -1.70173)  0.01
O (-0.14776, 3.14692, -0.96973)  0.03
C (3.33704, -3.79069, -1.49373)  -0.15
H (-5.54776, 0.31688, 2.91606)  0.00
C (4.34512, -1.14053, 2.84583)  -0.12
Si (-3.19601, -2.93437, 3.91005)  0.32
Si (-5.33713, -1.19172, 0.95261)  0.19
H (-1.44448, 5.93280, -6.02091)  0.09
Sn (0.19001, 0.14081, -1.02394)  1.00
C (6.44141, 0.59970, 3.28625)  -0.06
C (2.41944, -1.93980, -2.90858)  -0.13
H (-4.87400, -4.75142, 4.47520)  0.01
C (-1.43652, 3.50162, -3.04877)  -0.06
C (-2.92445, -6.13830, 0.73903)  -0.24
H (3.43172, 4.56331, -2.08313)  0.10
H (-1.13102, -3.41189, 5.17119)  0.02
H (-1.03980, 3.44773, 1.86662)  0.11
C (3.30736, -4.52863, -0.31788)  0.02
C (-0.44321, 2.79824, -2.09762)  -0.57
C (2.34349, -0.48073, -5.17852)  -0.01
H (5.10530, -4.78921, -2.27550)  0.14
C (2.49550, -4.02603, 0.74017)  0.00
H (3.95952, -5.40829, -0.15424)  0.14
H (-6.65343, -0.67962, -0.99987)  0.04
H (7.21617, -0.91244, 4.68465)  0.12
C (3.90806, 1.78404, -0.19923)  -0.38
C (4.31703, -4.03529, -2.49298)  -0.02
C (2.06491, 2.07186, 2.08261)  -0.39
C (4.01068, 3.74126, -1.61851)  -0.05
H (-1.56751, -1.71029, 5.32433)  0.04
H (-3.43464, -5.42766, 3.80128)  0.00
C (0.65343, 2.13807, 1.90592)  -0.76
H (-3.48348, -4.80566, 5.51512)  0.04
H (-7.51215, -2.42559, 0.73638)  0.02
H (-5.48220, -1.82988, -1.66645)  0.04
N (1.52292, -0.91717, -2.98453)  0.04
C (-4.37040, -4.65984, -1.55150)  -0.22
H (-7.66493, -1.02924, 1.79260)  0.04
O (-1.77490, 4.80586, -2.56987)  -0.05
H (-4.98969, -0.19054, -1.17871)  -0.02
O (-0.03559, 1.64843, -2.62071)  -0.26
C (-0.71671, 6.37313, -4.03637)  -0.19
C (5.34941, -1.50743, 3.73549)  -0.09
C (-5.48062, 0.46682, 1.85810)  -0.23
H (-2.43851, 7.18010, -5.21296)  0.10
C (3.31301, -2.34108, -3.93990)  -0.13
C (-4.29646, -1.68574, 4.65010)  -0.26
C (-1.47194, -2.54199, 4.59694)  -0.23
H (3.53485, -1.86571, 2.64104)  0.08
H (6.96997, 2.08317, -1.63674)  0.10
H (2.31336, 3.19714, -0.42269)  0.08
C (1.19389, 6.78118, -1.97471)  -0.11
H (-6.47049, 0.96372, 1.61159)  0.06
C (5.97584, 2.33317, -1.30826)  -0.07
H (5.35873, -2.53309, 4.17911)  0.12
As (2.85178, 0.61004, 1.05030)  1.30
C (2.72541, 3.13881, 2.68179)  -0.07
H (0.67964, 0.52620, -4.18836)  0.11
C (2.45297, -2.63415, -1.61449)  -0.13
H (-2.32625, -6.40736, -0.17231)  0.04
H (-6.04123, -4.79743, 2.15112)  0.01
H (-6.75060, -5.06432, 0.51415)  0.05
C (3.29632, 2.88833, -0.75519)  -0.12
H (-3.51038, -7.00251, 1.00552)  0.02
C (0.69993, 4.50854, 2.60405)  -0.06
C (4.36838, 0.08084, 2.17666)  -0.39
H (-4.27028, -1.86556, 5.68239)  0.02
H (2.29073, 0.23189, -5.98828)  0.12
H (-0.67475, -2.24250, 3.89943)  0.00
C (2.04544, 4.35467, 2.94491)  -0.04
H (-4.69532, 1.19812, 1.65788)  0.02
Si (-4.18122, -4.77349, 0.36743)  0.33
S (-0.37239, 0.81219, 1.64198)  0.67
C (-0.81404, 5.75786, -2.76286)  -0.25
H (1.40902, -2.29285, 1.41978)  0.10
C (5.38689, 3.50340, -1.82450)  -0.07
H (-5.36939, -1.76262, 4.42803)  0.04
Cl (3.05076, 7.80659, -3.62676)  0.68
C (-1.80746, 6.29250, -5.04475)  -0.03
Br (-2.13018, -1.19976, -1.65889)  0.01
H (-5.78214, -6.34439, 1.30133)  0.01
H (2.44444, -4.49867, 1.67536)  0.09
H (-2.16802, -5.99672, 1.47503)  0.00
C (0.01876, 3.41850, 2.10348)  -0.10
C (1.76523, -2.81885, 0.52568)  -0.14
H (-3.99768, -0.67585, 4.39777)  0.03
C (1.44976, -0.25854, -4.12818)  -0.11
H (3.81017, 3.16343, 2.97791)  0.12
H (5.45048, 1.92701, 1.93452)  0.09
C (0.47965, 7.07443, -4.23069)  -0.06
C (-5.84459, -5.26768, 1.17361)  -0.22
H (-0.15703, 5.68075, -0.72468)  0.10
H (2.55953, 5.11353, 3.56198)  0.12
C (1.50035, 7.13539, -3.28752)  -0.69
C (-6.99780, -1.89446, 1.54289)  -0.24
N (1.55979, -2.29368, -0.67587)  0.05
Sb (-3.29898, -2.51738, 1.29328)  0.73
H (-2.34854, 2.85785, -3.04023)  0.16
C (3.27697, -1.51491, -5.09092)  0.03
H (7.18035, 1.37734, 3.60367)  0.12
C (4.26191, -3.40313, -3.70080)  -0.01
C (-5.61279, -1.01630, -0.88494)  -0.27
C (6.40420, -0.62603, 3.96709)  -0.08
H (5.61739, 0.44173, -0.29243)  0.11
H (-5.46947, -4.81843, -1.66593)  0.03
C (5.41274, 0.95366, 2.40396)  -0.14
H (-2.55993, 5.52911, -4.75482)  0.08
H (-0.99069, 3.46489, -4.05666)  0.14
H (5.99119, 4.18838, -2.43282)  0.11
H (-7.02424, -2.54132, 2.44109)  0.02
C (-3.80529, -4.67082, 4.46986)  -0.20

***

One value per record, in order, for max |F|: 3.4 3.0 eV Å⁻¹.